Here is a structure of composition C16H30CaFN2O2 in a non-equilibrium geometry from the Open Molecules 2025 dataset. Energies are from wB97M-V/def2-TZVPD.

Net charge ... +2
Energy ... -1664.36516 hartree
HOMO-LUMO gap (alpha / beta) ... 0.1544 / 0.1860 Ha
Multiplicity ... 2
HOMO energy (alpha / beta) ... -0.475 / -0.507 Eh
<S²> ... 0.754

The geometry in XYZ format:
```
52
Properties=species:S:1:pos:R:3:forces:R:3:mulliken_charge:R:1
C 2.872 -2.810 0.594 -0.678 1.013 -1.237 -1.396
C 3.176 -1.281 0.098 -1.284 0.778 2.602 1.204
O 3.576 -1.134 -1.135 -0.416 2.739 4.079 -0.984
N 2.932 -0.246 1.027 3.963 -3.728 -2.147 0.573
C 2.964 -0.732 2.449 -0.823 -0.285 1.306 -1.152
C 3.877 0.913 0.889 -0.567 2.656 -0.070 -0.826
C 2.968 2.238 1.083 1.110 -0.146 -0.458 -0.769
C 1.743 2.269 0.050 0.119 1.202 -0.112 -0.515
C 0.302 2.123 0.732 0.373 -0.757 0.145 -1.094
C -0.580 0.940 0.109 -1.646 1.668 -0.296 1.224
F 0.319 -0.185 -0.080 -0.850 0.446 0.378 -0.045
C -1.198 1.321 -1.335 0.628 -0.356 1.050 -1.774
C -2.187 0.212 -1.913 0.292 0.586 -2.971 1.375
C -1.363 -1.035 -2.542 -0.132 0.070 -0.642 -1.295
C -2.915 0.900 -3.193 1.331 -0.119 -0.095 -1.443
N -3.282 -0.198 -0.994 1.012 1.831 0.845 0.584
O -4.287 0.635 -1.012 0.784 -1.048 -0.082 -0.524
C -2.814 -0.517 0.383 -0.771 -0.948 2.837 1.045
C -2.162 -1.969 0.557 -0.202 0.398 0.676 -1.360
C -4.149 -0.538 1.310 0.963 -0.142 -0.091 -1.294
C -1.850 0.572 1.037 0.872 0.475 -0.661 -1.635
H 3.757 -3.286 1.117 -1.068 0.670 -0.573 0.284
H 2.625 -3.421 -0.371 0.122 0.345 1.974 0.424
H 1.909 -2.862 1.212 1.535 0.031 -0.898 0.283
H 2.010 -1.317 2.647 1.323 0.736 -0.047 0.331
H 3.899 -1.349 2.661 -1.271 0.713 -0.352 0.390
H 2.996 0.139 3.187 -0.217 -1.042 -1.388 0.399
H 4.693 0.831 1.685 -1.214 0.005 -1.017 0.338
H 4.389 1.000 -0.117 -0.890 -0.554 1.052 0.381
H 3.666 3.118 0.854 -1.031 -1.206 0.541 0.340
H 2.652 2.313 2.175 0.232 -0.019 -1.464 0.351
H 1.924 1.544 -0.813 -0.346 0.761 1.241 0.220
H 1.766 3.313 -0.426 0.027 -1.560 0.573 0.534
H -0.239 3.115 0.654 0.432 -1.341 0.070 0.442
H 0.477 1.926 1.851 -0.475 0.151 -1.536 0.421
H -0.313 1.439 -2.044 -1.296 -0.003 0.668 0.298
H -1.751 2.320 -1.227 0.814 -1.457 -0.136 0.461
H -1.690 -2.039 -2.135 0.561 1.251 -0.299 0.316
H -1.565 -1.077 -3.672 0.158 0.069 1.673 0.499
H -0.230 -0.862 -2.462 -1.552 -0.392 0.234 -0.032
H -3.275 1.948 -2.969 0.097 -1.466 -0.205 0.305
H -3.714 0.215 -3.616 0.871 1.015 0.670 0.405
H -2.084 0.999 -3.977 -1.200 -0.073 0.958 0.437
H -1.224 -2.143 -0.051 -1.300 0.127 0.515 0.115
H -2.978 -2.741 0.408 1.190 0.721 -0.157 0.340
H -1.850 -2.047 1.659 -0.468 0.128 -1.543 0.386
H -4.522 0.515 1.541 0.372 -1.542 -0.575 0.319
H -4.922 -1.162 0.753 0.861 0.922 1.059 0.410
H -3.835 -1.011 2.302 -0.645 0.461 -1.334 0.359
H -1.453 0.268 2.058 -0.708 0.008 -1.221 0.420
H -2.474 1.519 1.217 1.111 -1.129 -0.487 0.355
Ca 3.415 -2.682 -2.211 -0.104 -2.663 -3.053 1.568
```
Forces are in eV/Å.

=====

Here is a cluster of 8 separate species, C16H30Cl12FNO5 in total in a non-equilibrium geometry from the Open Molecules 2025 dataset. Energies are from wB97M-V/def2-TZVPD.

Net charge ... +1
Energy ... -6680.26531 hartree
HOMO-LUMO gap (alpha / beta) ... 0.3670 / 0.0781 Ha
Multiplicity ... 2
HOMO energy (alpha / beta) ... -0.457 / -0.457 Eh
<S²> ... 0.754

The geometry in XYZ format:
```
65
Properties=species:S:1:pos:R:3:forces:R:3:mulliken_charge:R:1
C 4.970 -1.440 -1.137 0.681 0.027 1.433 -0.584
N 4.676 -2.092 -2.405 0.804 1.053 0.129 0.892
O 5.636 -2.352 -3.092 -0.612 -0.515 -0.625 -0.522
O 3.499 -2.298 -2.626 -0.228 -0.405 -0.735 -0.541
H 4.218 -0.690 -0.890 -0.077 -0.458 0.100 0.109
H 5.973 -1.020 -1.069 -0.176 0.023 -0.709 0.321
H 5.027 -2.289 -0.455 -0.565 0.242 0.456 0.305
C -1.289 0.206 0.180 -1.962 1.391 -1.635 0.312
C -1.293 -0.008 1.673 0.500 3.010 -2.263 0.472
O 0.040 -0.222 1.763 3.378 -0.856 3.858 -0.317
C 0.784 0.307 0.812 6.091 -1.043 1.099 0.499
O 2.042 0.384 0.832 -4.314 0.101 0.034 -0.590
O 0.045 0.583 -0.187 -1.351 0.909 -2.007 -0.052
F -1.938 -1.053 2.020 -1.810 -3.138 1.054 -0.243
H -1.881 1.079 -0.096 -0.447 -0.457 -0.349 0.053
H -1.533 -0.712 -0.355 -0.237 0.147 0.057 -0.323
H -1.644 0.829 2.277 0.220 0.183 0.106 0.132
Cl -2.671 1.770 4.858 -0.240 0.047 -0.398 -0.211
C -2.187 0.906 6.322 2.175 -0.526 -0.586 -0.464
C -3.243 0.856 7.321 -1.449 -0.450 1.897 -0.394
Cl -2.752 -0.319 8.617 0.135 0.358 -0.111 -0.201
H -1.265 1.380 6.658 -0.317 0.373 0.335 0.336
H -1.824 -0.101 6.115 -0.486 -0.083 -0.603 0.333
H -4.186 0.419 6.991 0.165 0.332 -0.435 0.301
H -3.437 1.806 7.819 0.029 -0.064 -0.142 0.311
Cl 6.377 1.563 -0.134 0.410 -0.573 -0.975 -0.155
C 6.237 2.095 1.525 -0.807 0.366 0.672 -0.442
C 5.135 1.331 2.251 -0.095 0.520 -0.027 -0.194
Cl 5.540 -0.373 2.501 0.046 -0.201 -0.113 -0.174
H 5.912 3.123 1.365 0.152 0.119 0.718 0.272
H 7.192 2.042 2.047 -0.054 -0.010 -0.240 0.360
H 4.203 1.402 1.691 0.059 -0.253 -0.042 0.033
H 4.942 1.750 3.238 0.236 0.102 -0.043 0.346
Cl -2.052 3.271 -2.034 -0.319 -0.510 -0.169 -0.197
C -3.288 2.269 -2.925 0.497 0.304 -1.212 -0.262
C -4.701 2.685 -2.557 0.425 -0.671 0.167 -0.477
Cl -5.028 2.197 -0.876 -0.067 0.260 0.307 -0.167
H -2.998 1.219 -2.907 -0.387 -0.060 1.031 0.089
H -3.088 2.467 -3.978 -0.257 0.586 -0.077 0.394
H -5.466 2.149 -3.119 0.342 0.099 -0.357 0.336
H -4.811 3.759 -2.702 -0.108 -0.114 0.293 0.323
Cl -2.091 -4.727 0.101 0.726 -0.435 -0.323 -0.198
C -3.408 -3.671 0.591 -0.461 -0.648 1.334 0.050
C -4.613 -4.543 1.100 0.445 0.023 -1.103 -0.535
Cl -4.475 -5.658 2.589 0.117 1.645 -1.433 -0.185
H -3.685 -3.107 -0.300 -0.416 -0.115 0.137 0.166
H -2.963 -2.986 1.313 -0.447 -0.135 0.111 0.039
H -4.794 -5.217 0.263 0.029 -0.315 0.259 0.330
H -5.500 -3.910 1.091 -0.011 -0.052 0.949 0.364
Cl 3.658 3.655 -2.401 -0.678 -0.748 0.018 0.022
C 2.222 2.548 -2.424 0.564 0.202 -0.079 -0.041
C 1.299 3.027 -3.517 0.314 0.683 0.527 -0.052
Cl 1.983 2.946 -5.143 -0.156 -0.406 0.621 0.072
H 1.757 2.594 -1.439 -0.039 0.242 0.076 0.146
H 2.501 1.501 -2.536 0.480 0.068 -0.273 0.172
H 0.995 4.058 -3.339 -0.072 -0.023 -0.202 0.440
H 0.412 2.403 -3.410 -0.502 -0.313 -0.444 0.007
Cl -2.242 -1.865 -2.641 -0.508 0.179 0.533 -0.166
C -1.033 -2.623 -3.719 -0.404 0.808 0.698 -0.526
C 0.362 -2.060 -3.319 -0.519 -3.477 -0.656 -0.610
Cl 0.626 -0.449 -3.636 0.040 3.512 -0.794 0.020
H -1.464 -2.344 -4.680 1.020 0.112 -0.298 0.355
H -1.203 -3.695 -3.618 0.748 0.045 0.246 0.385
H 1.093 -2.543 -3.968 0.201 -0.475 0.202 0.455
H 0.688 -2.210 -2.290 -0.452 -0.538 0.002 0.272
```
Forces are in eV/Å.

=====

Here is a structure of composition C16H30DyOP2 in a non-equilibrium geometry from the Open Molecules 2025 dataset. Energies are from wB97M-V/def2-TZVPD.

Net charge ... +3
Energy ... -2269.65586 hartree
HOMO-LUMO gap (alpha / beta) ... 0.3089 / 0.3071 Ha
Multiplicity ... 6
HOMO energy (alpha / beta) ... -0.714 / -0.711 Eh
<S²> ... 9.340

The geometry in XYZ format:
```
50
Properties=species:S:1:pos:R:3:forces:R:3:mulliken_charge:R:1
Dy 0.108 0.128 0.633 -0.076 -0.204 0.395 0.374
C 1.440 -1.221 2.899 -1.727 1.588 0.661 -0.709
C 0.044 -1.497 3.032 0.003 0.100 -0.673 -0.383
C -0.902 -0.431 3.231 0.647 -0.427 0.072 -0.359
C -0.485 0.909 3.153 0.935 0.042 -0.607 -0.210
C 0.903 1.179 2.862 -0.234 -0.579 1.494 -0.985
C 1.860 0.135 2.986 -0.326 -0.052 -1.345 -0.085
H 2.179 -1.972 2.768 0.318 -0.751 0.100 0.589
H -0.328 -2.540 2.893 0.358 0.942 0.488 0.512
H -1.955 -0.662 3.428 0.464 0.008 -0.079 0.609
H -1.218 1.733 3.187 0.480 -0.487 0.117 0.604
H 1.272 2.180 2.645 -0.214 0.078 0.472 0.567
H 2.938 0.363 2.952 -0.619 -0.030 -0.046 0.462
C -1.064 -2.781 -1.726 -0.397 -0.947 0.007 -1.324
P 0.430 -2.189 -0.843 0.318 -1.036 -1.104 1.041
C 1.303 -3.610 -0.081 -0.639 -0.510 -0.372 -1.172
C 1.395 -1.829 -2.419 0.196 0.345 0.759 -1.110
C 2.489 -0.737 -2.276 -1.188 0.335 -0.578 -1.123
P 1.809 0.825 -1.441 2.115 0.922 -1.950 0.950
C 1.099 1.836 -2.862 -1.456 0.644 1.064 -1.111
C 3.436 1.755 -1.238 0.243 -2.175 -0.143 -1.336
H -0.669 -3.492 -2.482 -0.311 0.538 0.128 0.436
H -1.548 -1.920 -2.220 0.189 -0.475 0.102 0.360
H -1.823 -3.379 -1.177 0.547 0.649 0.061 0.398
H 1.461 -4.382 -0.870 -0.049 0.488 0.530 0.422
H 0.682 -4.075 0.717 0.588 0.370 -0.365 0.369
H 2.277 -3.263 0.275 -0.141 -0.211 0.135 0.348
H 0.586 -1.463 -3.054 0.241 -0.095 -0.376 0.472
H 1.766 -2.810 -2.801 -0.190 0.804 0.139 0.515
H 2.842 -0.388 -3.267 -0.219 -0.270 0.401 0.502
H 3.363 -1.102 -1.766 0.353 -0.050 0.515 0.499
H 0.156 2.415 -2.597 1.171 -0.688 0.023 0.260
H 0.778 1.185 -3.654 0.117 -0.369 -0.501 0.412
H 1.815 2.585 -3.220 0.056 -0.418 0.093 0.408
H 3.958 1.647 -2.230 -0.436 0.187 1.005 0.432
H 4.040 1.258 -0.441 -0.312 0.446 -0.666 0.399
H 3.292 2.776 -0.997 -0.209 1.021 0.192 0.450
C -4.020 1.384 0.594 -0.272 0.536 -0.122 -0.818
C -3.282 2.688 0.972 -0.988 0.706 0.787 -0.503
C -2.052 2.681 0.125 -0.555 -1.844 0.901 -0.437
O -1.694 1.184 0.135 -0.134 0.042 0.048 -0.360
C -2.958 0.371 0.196 0.328 0.637 2.038 -0.140
H -4.735 1.607 -0.192 0.116 -0.248 -0.335 0.366
H -4.590 0.956 1.394 -0.398 0.123 0.599 0.361
H -3.121 2.796 2.072 0.423 -0.420 -0.807 0.186
H -3.854 3.612 0.765 -0.056 -0.602 -0.232 0.440
H -1.255 3.209 0.591 0.963 0.422 -0.023 0.406
H -2.197 2.861 -0.914 -0.146 0.627 -0.667 0.371
H -2.867 -0.431 0.998 0.305 0.892 -0.853 0.328
H -3.102 -0.081 -0.735 -0.182 -0.603 -1.479 0.320
```
Forces are in eV/Å.

=====

Which of these has the highest multiplicity?
C16H30DyOP2

=====

Among the records above, which one has the highest net charge?
C16H30DyOP2